{
  "formula": "CHDyLiO3",
  "method": "ωB97M-V/def2-TZVPD",
  "symbols": ["O", "C", "H", "O", "O", "Dy", "Li"],
  "xyz": [[-1.30430, 0.55652, 1.42593], [-0.30025, 0.20144, 1.90376], [0.46355, -0.99155, 0.85536], [0.97556, -0.57499, -0.80728], [1.25457, -0.37834, 0.34389], [-1.52642, 0.59916, -1.43799], [0.43728, 0.58777, -2.28367]],
  "forces_ev_per_angstrom": [[2.8, -0.8, 0.6], [-3.7, 1.4, 0.2], [3.9, 1.5, -0.4], [-3.1, 0.2, -10.3], [-1.0, -1.6, 9.2], [-3.1, -0.4, 1.9], [4.2, -0.4, -1.2]],
  "lowdin_charge": [-0.0114, 0.1667, 0.1515, -0.3531, -0.1525, 1.5544, 0.6445],
  "e_tot_ha": -1156.028885,
  "s_squared": 12.561,
  "max_force_ev_per_a": 10.8,
  "total_charge": 2,
  "lumo_energy_ev": [-10.6, -10.7],
  "spin_multiplicity": 7
}